(1)
DFT (ωB97M-V with the def2-TZVPD basis set) results for a molecular structure, C30H33N2O11W at a distorted geometry.

Properties
Kohn-Sham gap (alpha / beta) in eV: 3.64 / 6.10
Multiplicity: 3
Charge: -1
Energy above the lowest of the compared OMol25 structures with the same formula, charge and spin in eV: 0.450

Each line ends with the Löwdin charge.
Atoms and positions in Å:
C 0.1819 -0.2955 -7.7179  -0.241
C -0.2165 -0.8422 -6.3350  -0.055
C 0.0906 1.2363 -7.4993  -0.040
C -1.0566 1.4490 -6.5107  -0.161
H -0.0582 1.7530 -8.4409  0.129
H 1.0382 1.5668 -7.0807  0.119
C -1.3470 0.0706 -5.8768  -0.198
H 0.6510 -0.7476 -5.6837  0.125
H -0.4973 -1.8922 -6.3466  0.128
C -1.4440 0.3592 -4.3793  -0.146
H -2.2980 -0.3057 -6.2485  0.151
H -1.9348 1.7842 -7.0541  0.150
C -0.8501 2.3954 -5.3044  -0.516
C 1.6110 -0.6155 -8.1074  -0.435
C -0.8470 -0.7308 -8.7677  -0.410
O -1.3079 0.0298 -9.5819  0.161
O 2.4900 -0.9590 -7.3515  0.136
O 1.8009 -0.3811 -9.4227  -0.028
O -1.3462 -1.9910 -8.7321  -0.050
C -0.6681 -3.1345 -9.2621  -0.030
H -0.3437 -3.8329 -8.4969  0.089
H 0.1863 -2.8215 -9.8585  0.091
H -1.3894 -3.6272 -9.9058  0.091
C 3.0264 -0.8880 -9.9791  -0.029
H 3.8824 -0.4763 -9.4508  0.093
H 3.0291 -0.5700 -11.0150  0.092
H 3.0575 -1.9727 -9.9120  0.094
O -1.6265 1.7637 -4.2611  -0.080
H -0.5341 0.0350 -3.8587  0.109
H -2.2925 -0.1198 -3.8956  0.116
C -1.4570 3.7634 -5.5340  -0.013
C 0.5950 2.5279 -4.8391  -0.010
H 1.1865 3.1231 -5.5330  0.087
H 1.0895 1.5654 -4.7233  0.083
H 0.6082 3.0298 -3.8742  0.096
H -1.2668 4.4211 -4.6877  0.089
H -2.5333 3.6814 -5.6685  0.089
H -1.0315 4.2227 -6.4253  0.090
W 0.0000 0.0000 0.0000  1.444
C -1.8647 -0.0684 1.4203  -0.162
C -2.3410 0.1437 0.1068  -0.199
C -2.0400 -0.9986 -0.6634  -0.233
H -2.7962 1.0450 -0.2599  0.115
C -1.3886 -1.9243 0.1730  -0.185
C -1.2887 -1.3545 1.4597  -0.154
H -0.8251 -1.8078 2.3186  0.101
H -1.9371 0.6226 2.2433  0.110
H -2.2393 -1.1218 -1.7147  0.079
H -1.0071 -2.8864 -0.1253  0.117
C 2.2095 0.7258 0.5187  -0.175
C 1.8217 -0.2317 1.4772  -0.152
C 1.6500 -1.4629 0.8056  -0.174
H 1.6871 -0.0582 2.5317  0.108
C 1.8964 -1.2574 -0.5705  -0.223
C 2.2575 0.0966 -0.7376  -0.221
H 2.4565 0.5863 -1.6744  0.096
H 2.3666 1.7754 0.6991  0.125
H 1.3628 -2.3948 1.2591  0.122
H 1.8418 -2.0030 -1.3456  0.105
O -0.0841 3.5598 2.5477  -0.043
C -0.1201 2.2479 2.4887  -0.396
O 0.0034 1.7714 1.2126  -0.278
C -0.3211 1.5692 3.8712  -0.119
C -0.2159 0.1970 4.1574  -0.020
C -0.4058 -0.3654 5.4309  -0.141
C -0.7337 0.4801 6.4892  0.080
C -0.8605 1.8608 6.2840  -0.146
C -0.6473 2.3890 4.9851  0.017
N -1.2030 2.7132 7.3799  -0.417
O -1.3883 2.2565 8.4690  0.049
O -1.3188 3.8909 7.2186  0.061
N -0.2629 -1.7775 5.6422  -0.478
O 0.0396 -2.5011 4.7402  -0.022
O -0.4262 -2.2466 6.7279  -0.008
H 0.0229 -0.4661 3.4178  0.027
H -0.8887 0.0607 7.4764  0.120
H -0.7527 3.4555 4.8504  0.104

Cartesian forces (eV/Å) of the 2 atoms listed first:
C -0.413 -0.131 0.580
C 0.283 -0.078 0.014



(2)
DFT (ωB97M-V with the def2-TZVPD basis set) results for a molecular structure, C17H32N3O8P2S2W.

Properties
Kohn-Sham gap (alpha / beta) in eV: 7.42 / 7.41
Multiplicity: 1
Charge: +1
Energy above the lowest of the compared OMol25 structures with the same formula, charge and spin in eV: 0.000

Each line ends with the Löwdin charge.
Atoms and positions in Å:
W -0.7072 0.5723 1.6673  1.114
O -0.6151 5.8964 4.8552  0.198
C -0.6977 4.8692 4.2617  -0.210
C -1.0113 4.7018 2.7437  -0.263
O -1.1903 5.5772 1.9439  0.157
C -0.9741 3.2489 2.5588  -0.256
C -0.7180 2.5607 3.7028  -0.284
O -0.6877 1.2509 3.5929  -0.222
C -0.4865 3.4447 4.8570  -0.254
O -0.1503 3.1669 5.9733  0.162
O -1.1160 2.5060 1.4558  -0.264
C 1.9537 -0.6781 4.2179  -0.066
N 2.7402 -0.8312 2.9807  -0.283
C 3.6866 -1.9513 3.0559  -0.055
P 2.1409 -0.3000 1.5780  0.606
O 0.6803 -0.7876 1.2788  -0.441
N 3.0921 -0.7320 0.3480  -0.307
C 4.4548 -0.2017 0.2745  -0.077
C 2.6360 -1.4622 -0.8358  -0.052
N 1.8795 1.3615 1.6719  -0.317
C 2.5439 2.1901 2.6950  -0.056
C 1.8904 2.0541 0.3568  -0.083
H 2.6207 -0.4121 5.0379  0.105
H 1.4553 -1.6205 4.4546  0.105
H 1.1956 0.0972 4.1250  0.050
H 4.3635 -1.7688 3.8896  0.101
H 4.2689 -2.0348 2.1445  0.069
H 3.1566 -2.8898 3.2274  0.100
H 4.7020 0.3576 1.1773  0.087
H 4.5581 0.4591 -0.5879  0.095
H 5.1708 -1.0191 0.1763  0.096
H 1.5972 -1.7588 -0.7184  0.081
H 3.2484 -2.3539 -0.9735  0.097
H 2.7294 -0.8274 -1.7189  0.096
H 2.4259 1.7687 3.6870  0.076
H 2.0728 3.1718 2.6842  0.099
H 3.6067 2.3130 2.4737  0.096
H 1.4335 1.4332 -0.4137  0.075
H 2.9124 2.3068 0.0631  0.093
H 1.3048 2.9677 0.4436  0.095
C -5.0955 2.0922 1.8326  -0.034
C -4.6483 1.8484 0.4113  -0.432
C -5.5984 2.3824 -0.6318  -0.028
O -4.5774 0.3837 0.1874  -0.283
P -3.2750 -0.4735 0.2677  0.031
S -2.5689 -0.6791 2.1856  0.446
S -1.6741 0.4705 -0.5598  0.394
O -3.6686 -1.8666 -0.2946  -0.267
C -4.4353 -2.1874 -1.5271  -0.390
C -4.0402 -1.2743 -2.6648  -0.054
C -5.9091 -2.1748 -1.2017  -0.035
H -5.1687 3.1668 2.0023  0.098
H -4.3890 1.6790 2.5536  0.059
H -6.0753 1.6470 2.0079  0.096
H -3.6403 2.2380 0.2482  0.099
H -6.5884 1.9425 -0.5086  0.094
H -5.2380 2.1707 -1.6376  0.083
H -5.6852 3.4630 -0.5211  0.097
H -4.1001 -3.2039 -1.7280  0.146
H -4.3629 -0.2481 -2.4797  0.074
H -4.5317 -1.6157 -3.5759  0.098
H -2.9644 -1.2892 -2.8351  0.076
H -6.2598 -1.1621 -1.0084  0.078
H -6.1190 -2.7962 -0.3328  0.093
H -6.4609 -2.5777 -2.0517  0.096

Cartesian forces (eV/Å) of the 2 atoms listed first:
W -0.478 0.120 -0.482
O 0.022 -0.002 -0.016



(3)
DFT (ωB97M-V with the def2-TZVPD basis set) results for 4 unconnected molecules or ions with the total composition C2H11NO4 at a distorted geometry.

Properties
Kohn-Sham gap in eV: 9.90
Multiplicity: 1
SMILES: NCC=O.O.O.O
Energy above the lowest of the compared OMol25 structures with the same formula, charge and spin in eV: 2.758

Each line ends with the Löwdin charge.
Atoms and positions in Å:
N 0.7934 1.3697 -0.6113  -0.057
C 1.0702 -0.1886 -0.8040  -0.140
C 2.6513 -0.2427 -0.4069  -0.241
O 3.0030 -0.9598 0.4888  0.038
H 1.1650 1.7839 0.2206  0.027
H 1.0018 2.0763 -1.4627  0.121
H 0.7843 -0.3674 -1.8144  0.076
H 0.2823 -0.7615 -0.2910  0.068
H 3.2529 0.5045 -1.0230  0.124
O -0.4167 0.3031 2.1573  -0.044
H 0.4251 -0.0173 2.5146  0.052
H -0.7946 -0.5324 1.9365  -0.017
O -1.7323 -1.9300 0.5941  -0.116
H -2.3924 -2.5335 0.1042  0.090
H -2.1172 -1.0826 0.2606  0.000
O -2.5486 0.7141 -0.3945  -0.048
H -1.7345 1.1666 -0.1370  0.025
H -2.6929 0.6975 -1.3322  0.041

Cartesian forces (eV/Å) of the 2 atoms listed first:
N -0.340 0.092 -3.090
C 1.075 3.834 0.698



(4)
DFT (ωB97M-V with the def2-TZVPD basis set) results for a molecular structure, C14H12BInN2O8 at a distorted geometry.

Properties
Kohn-Sham gap (alpha / beta) in eV: 6.81 / 3.59
Multiplicity: 2
Charge: -1

Each line ends with the Löwdin charge.
Atoms and positions in Å:
In -3.2250 -1.1474 -1.3041  1.123
N -4.2068 0.3134 -4.9814  -0.569
O -4.0452 -0.4867 -4.0575  0.024
O -5.1359 0.4406 -5.7430  0.152
O -3.3679 1.2026 -4.8736  0.251
N -2.7973 -4.1331 0.5006  -0.695
O -2.0180 -3.1928 0.6250  -0.144
O -2.6263 -5.1109 1.1622  0.012
O -3.7104 -3.8447 -0.2647  -0.178
B -2.4054 1.9018 -1.1274  -0.513
H -2.8190 1.4807 -2.0306  -0.130
H -1.3525 1.6779 -1.0532  -0.076
H -2.4690 2.9757 -1.2114  -0.073
H -3.0103 1.5603 -0.3017  -0.093
C 2.5545 -2.7698 -1.0614  -0.083
C 3.8002 -2.4497 -0.6293  -0.104
C 4.0991 -1.2376 -0.0433  0.017
C 2.9562 -0.3901 0.3206  -0.051
C 1.6481 -0.8318 0.0551  -0.057
C 1.4901 -1.9540 -0.7648  0.002
C 0.4227 -0.0243 0.4799  -0.219
O -0.6964 -0.2995 0.0497  -0.010
C 0.6460 1.0848 1.4719  -0.086
C -0.3900 1.7128 2.0319  -0.002
C -0.2732 2.6496 3.0757  -0.036
C 1.0029 3.0936 3.3387  -0.096
C 2.1396 2.5364 2.7710  -0.025
C 1.9386 1.5314 1.8506  -0.057
C 3.1917 0.8230 1.2049  -0.242
O 4.2840 1.0400 1.6894  0.077
H 2.3421 -3.5955 -1.7243  0.112
H 4.5074 -3.2454 -0.8112  0.103
H 5.1007 -0.9208 0.2073  0.106
H 0.5424 -2.0884 -1.2649  0.120
H -1.4050 1.6274 1.6728  0.119
H -0.9656 3.3813 3.4650  0.107
H 1.1601 3.8318 4.1112  0.098
H 3.0928 2.8573 3.1644  0.115

Cartesian forces (eV/Å) of the 2 atoms listed first:
In 0.602 0.057 0.861
N -2.119 0.746 0.904